[1]
Density functional theory data (the ωB97M-V functional and the def2-TZVPD basis) for a 18-piece molecular cluster, C37H115N5O22 overall.

The geometry in XYZ format:
```
179
C37H115N5O22 | the OMol25 dataset | the ωB97M-V functional and the def2-TZVPD basis
C -0.69431 -4.17706 2.07147
O -2.03672 -4.58104 2.42461
H -0.42141 -3.41202 2.79834
H -0.01128 -5.02550 2.11298
H -0.68103 -3.75456 1.06678
H -2.63813 -3.84690 2.27987
C 0.16579 -2.15395 5.86438
O 1.49328 -2.00008 5.52269
H -0.24910 -3.16020 5.80602
H -0.00210 -2.00810 6.93145
H -0.51226 -1.55765 5.25383
H 1.59697 -1.04658 5.48149
C 3.83723 -4.45087 -2.79535
O 4.65228 -3.93447 -3.80575
H 3.35752 -3.58961 -2.33038
H 2.98325 -5.06468 -3.08181
H 4.32968 -4.94564 -1.95821
H 5.26743 -3.30236 -3.42677
C 3.05656 3.29115 3.96210
O 2.14125 2.52138 3.30950
H 2.55100 4.17141 4.35915
H 3.44770 2.70284 4.79215
H 3.86246 3.74050 3.38184
H 2.25679 2.55244 2.35698
C 6.39787 2.00595 -2.17951
O 6.51976 1.21017 -3.39293
H 5.39254 1.92191 -1.76679
H 7.13495 1.72813 -1.42609
H 6.60023 3.06174 -2.35964
H 7.32068 1.47320 -3.85223
C 0.50936 -2.54067 -3.48514
O 0.01265 -2.92091 -2.25012
H 0.05173 -1.57450 -3.69774
H 1.59610 -2.45720 -3.47402
H 0.19364 -3.23276 -4.26581
H 0.37336 -3.76584 -1.97159
C 4.41378 0.34925 2.18406
O 5.42863 -0.65039 1.95838
H 3.43895 -0.08250 1.95735
H 4.41453 0.82847 3.16306
H 4.54205 1.16355 1.47092
H 6.15218 -0.11575 1.62337
C 1.67546 1.39762 6.38773
O 1.62520 0.67682 5.20111
H 1.10225 0.90222 7.17138
H 2.68769 1.61998 6.72546
H 1.14214 2.33141 6.20963
H 1.90181 1.22983 4.46675
C -1.88991 2.92327 3.04613
O -2.81890 2.04323 2.46466
H -2.41303 3.75152 3.52410
H -1.43140 2.34239 3.84640
H -1.12111 3.32593 2.38665
H -2.34321 1.41026 1.92184
C 2.51028 5.54965 0.65553
C 1.75273 4.33421 0.30871
C 1.40093 4.20630 -1.24855
O 2.61812 4.41476 -2.00411
C 2.38414 4.84273 -3.31975
N 2.56921 3.15377 0.59126
H 2.71770 5.58258 1.72511
H 2.03068 6.48043 0.35265
H 3.50138 5.52182 0.20271
H 0.85596 4.25473 0.92317
H 0.62757 4.94069 -1.47374
H 0.95148 3.24391 -1.49326
H 1.76266 5.73799 -3.33865
H 1.96697 4.00096 -3.87245
H 3.38119 5.06531 -3.69985
H 2.06907 2.37596 0.18508
H 3.28082 3.30517 -0.10932
C -6.14162 1.43609 -3.04231
C -5.24613 0.19121 -2.99639
C -4.28979 0.14699 -4.18542
O -3.60241 -1.11439 -4.33971
C -2.67524 -1.13488 -5.38149
N -4.45110 0.32285 -1.79288
H -5.49421 2.30563 -3.15576
H -6.74760 1.50731 -2.13909
H -6.87154 1.30411 -3.84099
H -5.84328 -0.71992 -2.95967
H -3.54433 0.94012 -4.12769
H -4.92246 0.44022 -5.02319
H -2.25013 -2.12235 -5.56124
H -1.80052 -0.51764 -5.17662
H -2.99421 -0.82809 -6.37761
H -3.77700 1.06525 -1.91347
H -3.79841 -0.44612 -1.74023
C 2.25317 -5.47884 4.36100
C 3.36852 -4.56701 3.93931
C 2.94827 -3.51168 2.83789
O 2.60317 -4.16492 1.56671
C 2.20509 -3.22970 0.52390
N 3.78021 -3.89059 5.10760
H 2.76829 -6.22923 4.96071
H 1.84783 -5.92720 3.45392
H 1.50091 -5.03422 5.01255
H 4.22127 -5.16652 3.62070
H 3.65709 -2.68891 2.74448
H 2.05206 -2.98036 3.15823
H 1.42962 -2.54632 0.86991
H 1.80402 -3.70736 -0.37002
H 3.03639 -2.56542 0.28772
H 4.46047 -3.20547 4.81104
H 3.01162 -3.36190 5.49470
C 0.04062 -0.17228 2.03622
C -0.30821 0.58176 0.75792
C 0.50651 0.19423 -0.48280
O 1.87201 0.57150 -0.24616
C 2.87056 -0.04349 -1.05970
N -1.75123 0.42746 0.55332
H -0.45370 0.25544 2.90846
H 1.10489 0.02302 2.16771
H -0.14589 -1.24514 1.98845
H -0.14628 1.64128 0.95609
H 0.14225 0.67483 -1.39078
H 0.30686 -0.84016 -0.76260
H 2.94243 0.53599 -1.98010
H 2.86899 -1.08916 -1.36740
H 3.78816 0.21713 -0.53228
H -2.03928 1.11275 -0.13042
H -1.99080 -0.45901 0.13276
C -4.04732 -0.64185 3.92825
C -4.01569 -2.13056 3.58688
C -5.43243 -2.79660 3.51640
O -5.86505 -2.94947 4.83351
C -7.29491 -2.92514 4.87512
N -3.31844 -2.24459 2.30644
H -4.67126 -0.10709 3.21214
H -3.02576 -0.26388 3.88742
H -4.43935 -0.33493 4.89790
H -3.42940 -2.70153 4.30686
H -5.37442 -3.73295 2.96143
H -6.03707 -2.11972 2.91280
H -7.69253 -3.56698 4.08898
H -7.58308 -1.88175 4.74704
H -7.69381 -3.24657 5.83724
H -3.89474 -1.69427 1.68585
H -2.45655 -1.72255 2.37518
C 3.39756 0.39052 -5.18465
C 3.49776 1.89209 -5.40915
O 3.75196 2.22321 -6.75748
O 2.27554 -0.15327 -5.88692
H 3.39838 0.10035 -4.13398
H 4.30707 0.03038 -5.66548
H 4.29775 2.28752 -4.78325
H 2.54648 2.35147 -5.14057
H 3.01327 1.83982 -7.23599
H 2.36597 -1.10548 -5.96883
C -1.01481 3.09574 -4.49009
C -0.19260 1.85847 -4.33489
O 0.02095 1.23909 -5.58370
O -1.12433 3.85930 -3.26874
H -2.03318 2.87280 -4.80838
H -0.58707 3.74612 -5.25306
H -0.73049 1.22972 -3.62535
H 0.78273 2.07528 -3.89920
H 0.79616 0.67288 -5.57791
H -1.65968 4.60452 -3.55095
C -2.87199 4.55547 -0.20098
C -3.49044 3.35027 -0.92099
O -2.31030 2.51096 -1.15880
O -3.87134 5.44371 0.20778
H -2.14055 5.06360 -0.82939
H -2.45800 4.26418 0.76435
H -3.96762 3.55274 -1.87984
H -4.30694 2.92189 -0.33970
H -1.75654 3.00956 -1.76407
H -4.29858 5.03300 0.96300
C -3.04786 -3.13619 -1.15293
C -4.24721 -3.46340 -2.00377
O -3.84065 -3.61409 -3.36824
O -2.53260 -1.87073 -1.42489
H -2.27614 -3.88019 -1.35041
H -3.24161 -3.19852 -0.08211
H -5.02339 -2.70054 -1.94303
H -4.62771 -4.42403 -1.65660
H -3.49481 -2.76638 -3.65701
H -1.88298 -1.94404 -2.12788
```

electronic energy = -3407.406340 a.u.
spin multiplicity = 1
largest force on an atom = 2.496 eV Å⁻¹
charge = 0

[2]
Density functional theory data (the ωB97M-V functional and the def2-TZVPD basis) for C37H16F18GeN2OPRhS as an isolated structure.

The geometry in XYZ format:
```
78
C37H16F18GeN2OPRhS | the OMol25 dataset | the ωB97M-V functional and the def2-TZVPD basis
Rh -0.21425 1.17883 0.18309
N 1.13582 3.07025 -0.01765
C 0.40946 4.29563 -0.32073
C 1.06669 5.48254 -0.58841
C 0.32841 6.62172 -0.88662
C -1.05938 6.58317 -0.91771
C -1.72317 5.39841 -0.65129
C -0.98564 4.25328 -0.34442
P -1.77943 2.70689 0.03092
C -1.52277 2.22503 1.75057
C -0.65596 2.99516 2.58568
C -0.40520 2.60489 3.87243
C -0.99513 1.43459 4.37414
C -1.85287 0.67615 3.59688
C -2.13133 1.06538 2.29831
C -3.43904 2.68051 -0.56972
C -4.50845 2.82137 0.31537
C -5.79782 2.86179 -0.18962
C -6.00991 2.75933 -1.55788
C -4.93936 2.61981 -2.43563
C -3.64632 2.58316 -1.94760
H 1.80018 2.89181 -0.76846
H 1.69950 3.20781 0.81839
H 2.14984 5.52136 -0.57772
H 0.84583 7.54682 -1.10571
H -1.62212 7.47554 -1.15459
H -2.80483 5.35678 -0.68336
H -0.22624 3.91262 2.20319
H 0.23980 3.19871 4.50586
H -0.78434 1.12869 5.39127
H -2.31109 -0.21666 3.99889
H -2.84293 0.50136 1.71312
H -4.34067 2.90444 1.38250
H -6.63575 2.97415 0.48473
H -7.01946 2.78892 -1.94666
H -5.11619 2.53724 -3.49930
H -2.81055 2.46638 -2.62828
F 3.11976 -4.95612 0.71716
C 2.56167 -4.25738 1.71202
C 1.89282 -3.07889 1.40285
C 1.27863 -2.42680 2.45799
F 0.56025 -1.30619 2.25428
C 1.34872 -2.89066 3.75479
F 0.74433 -2.22381 4.73519
C 2.04317 -4.05863 4.02937
F 2.10990 -4.50861 5.26364
C 2.65324 -4.75478 2.99777
F 3.29957 -5.87892 3.24439
Ge 1.86069 -2.61949 -0.48620
S 1.69447 -0.23738 -0.71047
C 0.33631 -3.23860 -1.47858
C 0.19332 -2.85734 -2.80160
F 1.09231 -2.00325 -3.31690
C -0.84678 -3.29710 -3.58799
F -0.96635 -2.90067 -4.84569
C -1.78630 -4.15667 -3.03031
F -2.79443 -4.58350 -3.76043
C -1.67588 -4.55561 -1.70548
F -2.57929 -5.36610 -1.17721
C -0.61791 -4.09109 -0.94849
F -0.52721 -4.47575 0.32860
C 3.55938 -2.90087 -1.36124
C 4.68868 -2.23875 -0.90813
F 4.56137 -1.39050 0.12783
C 5.93146 -2.41294 -1.47739
F 6.98506 -1.75277 -1.02022
C 6.06108 -3.29699 -2.53979
F 7.23825 -3.48171 -3.09705
C 4.95478 -3.98884 -3.01317
F 5.08352 -4.83637 -4.01924
C 3.72425 -3.78370 -2.42024
F 2.67911 -4.47402 -2.88049
F -2.80912 -0.07711 -0.28574
C -1.47892 -0.31603 -0.30957
F -1.30424 -1.43129 0.42758
F -1.20657 -0.63762 -1.59674
O 2.87084 0.16208 1.63150
N 1.97072 0.46693 0.97936
```

spin multiplicity = 1
largest force on an atom = 0.611 eV Å⁻¹
relative energy (zero: lowest compared OMol25 entry of this formula, charge and spin) = 0.00 kcal/mol
charge = +2